# 1
Density functional theory data (ωB97M-V/def2-TZVPD) for C5H9AsF6N3O5PSTi as an isolated structure in a non-equilibrium geometry.

Summary:
Molecular weight (g/mol): 491.0
Calculated total energy (eV): -140433.49920
HOMO level (alpha / beta) (eV): -5.31 / -6.47
Charge: -1
Spin multiplicity: 2

Each line ends with the Löwdin spin population.
Element x y z (Å)
Ti1 0.405 0.012 -0.281  0.92
O1 -0.909 0.591 2.616  0.00
S1 -1.310 1.063 1.315  0.01
O2 -2.517 1.832 1.246  0.00
O3 -0.139 1.751 0.617  0.01
O4 -1.394 -0.173 0.349  0.00
N1 -2.146 -4.982 -2.800  0.01
C1 -1.174 -4.516 -2.378  0.00
N2 -0.034 -4.097 -1.875  0.01
C2 0.240 -2.933 -1.476  0.01
N3 0.593 -1.864 -1.142  0.00
C3 3.653 -2.544 1.739  0.00
As1 3.259 -0.984 0.697  0.00
C4 4.405 0.445 1.258  0.00
C5 3.733 -1.410 -1.115  0.00
O5 1.698 -0.529 1.112  -0.01
H1 4.681 -2.863 1.577  0.00
H2 2.965 -3.334 1.442  0.00
H3 3.488 -2.306 2.788  0.00
H4 5.434 0.257 0.957  0.00
H5 4.331 0.535 2.340  0.00
H6 4.039 1.361 0.796  0.00
H7 4.715 -1.879 -1.045  0.00
H8 3.775 -0.506 -1.716  0.00
H9 3.004 -2.093 -1.540  0.00
F1 -0.056 1.046 -2.128  0.01
P1 1.404 1.552 -2.781  0.00
F2 2.033 1.088 -1.239  0.02
F3 1.147 2.987 -2.175  0.00
F4 1.660 0.038 -3.232  0.00
F5 0.722 1.915 -4.154  0.00
F6 2.879 1.953 -3.233  0.00

# 2
Density functional theory data (ωB97M-V/def2-TZVPD) for C4H3N in the gas phase in a non-equilibrium geometry.

Summary:
Molecular weight (g/mol): 65.1
Calculated total energy (eV): -5684.07173
HOMO level (eV): -10.78
Charge: 0
Structure (SMILES): C#CCC#N

Each line ends with the natural charge from an NBO analysis.
Element x y z (Å)
C1 1.901 0.577 0.018  -0.20
C2 0.852 0.024 -0.171  0.00
C3 -0.456 -0.608 0.013  -0.58
C4 -1.575 0.301 -0.269  0.29
N1 -2.456 1.032 -0.437  -0.30
H1 2.804 1.069 0.297  0.24
H2 -0.493 -0.845 1.081  0.28
H3 -0.578 -1.549 -0.532  0.27